The ion C3H10N5 with charge +1, computed with wB97M-V/def2-TZVPD.

The geometry in XYZ format:
```
18
Properties=species:S:1:pos:R:3:nbo_charge:R:1
N -0.42 1.62 2.22 -0.110
N 0.19 0.62 0.22 0.046
N 0.03 -1.96 -1.11 -0.861
N -1.48 1.99 2.61 -0.203
N -0.71 0.31 -0.58 0.024
C 0.05 1.90 0.83 -0.154
C -0.90 -0.89 -1.30 -0.138
C 1.25 -0.18 0.75 -0.512
H 0.70 -2.04 -1.86 0.393
H 1.22 -1.18 0.32 0.289
H -1.93 -1.17 -1.02 0.266
H -0.99 -0.53 -2.34 0.255
H 1.13 -0.22 1.84 0.277
H -0.66 2.52 0.26 0.224
H -0.43 -2.86 -0.98 0.405
H 1.02 2.40 0.94 0.247
H -2.12 2.55 2.02 0.303
H 2.21 0.30 0.55 0.250
```

Kohn-Sham gap (spin up / spin down), eV: 7.81 / 7.81
Charge: +1
E_HOMO (spin up / spin down), eV: -13.127 / -13.127
Total energy, eV: -10713.1973
M, u: 116.15

A cluster of 5 separate species, C42H78BrN5 in total, computed with wB97M-V/def2-TZVPD.

The geometry in XYZ format:
```
126
Properties=species:S:1:pos:R:3:lowdin_charge:R:1
Br -0.92 -1.20 -0.98 0.693
N -1.33 3.62 -3.38 0.139
N 6.61 3.05 1.37 -0.009
N 5.75 2.98 3.60 0.108
N 1.15 5.40 -3.86 0.112
N 6.07 0.87 2.58 0.087
C 2.14 -0.53 5.61 -0.223
C -0.88 2.66 -7.35 -0.224
C 1.61 0.33 -0.56 -0.218
C -4.74 -4.34 6.86 -0.273
C 5.42 3.12 0.48 -0.244
C 0.51 1.35 6.32 -0.267
C -0.13 5.68 -4.29 -0.054
C 1.39 1.60 -1.47 -0.153
C -3.55 -1.49 7.37 -0.269
C 3.83 4.58 -2.74 -0.149
C -0.05 3.32 -2.88 -0.182
C -3.90 -4.70 -3.14 -0.228
C -1.31 1.42 -10.20 -0.116
C -2.64 -4.79 -0.89 -0.275
C 2.62 2.48 -1.75 0.039
C -3.66 -3.99 -0.09 -0.113
C 1.14 4.19 -3.15 -0.156
C 0.10 2.05 -2.04 0.031
C 0.93 1.38 7.79 -0.111
C 2.79 0.60 3.42 -0.116
C 4.45 4.86 -1.29 -0.193
C -3.43 -7.14 -3.73 -0.116
C 0.64 2.83 -7.29 -0.261
C -3.74 5.62 -5.25 0.087
C -4.86 -4.91 8.27 -0.115
C 5.66 3.87 -0.90 -0.182
C 1.30 2.01 -6.19 -0.099
C 1.66 -2.20 -0.23 -0.177
C -2.74 -2.78 7.35 -0.229
C -2.60 -4.43 -2.37 -0.239
C 0.70 -0.02 5.67 -0.230
C 1.07 -1.03 -1.16 -0.654
C -3.32 -3.91 6.49 -0.229
C -1.35 4.81 -4.08 -0.226
C -3.66 -0.83 6.00 -0.108
C 3.13 0.39 4.89 -0.274
C -4.40 -6.15 -3.10 -0.273
C -0.86 0.64 -8.97 -0.274
C -2.72 5.28 -4.65 -0.070
C 2.49 3.73 -2.56 -0.094
C -1.37 1.24 -7.65 -0.225
C 6.15 2.32 2.55 -0.511
H -4.22 0.10 6.07 0.071
H -0.28 6.65 -4.86 0.122
H 1.99 1.16 7.91 0.065
H -3.46 -2.92 -0.17 0.048
H -5.89 -5.23 8.46 0.069
H -1.29 3.35 -8.09 0.103
H -2.62 -3.13 8.38 0.101
H 1.39 -1.20 -2.23 0.110
H 6.66 4.42 -0.80 0.111
H -4.18 -1.47 5.28 0.067
H -0.92 2.44 -10.19 0.065
H 0.75 2.37 8.21 0.071
H -1.09 0.57 -6.83 0.102
H 0.28 0.02 4.66 0.101
H -3.75 -4.41 -4.19 0.110
H 1.09 2.58 -8.26 0.098
H 3.54 1.23 2.94 0.036
H -3.62 -4.26 0.96 0.070
H -2.46 1.25 -7.67 0.110
H -4.60 -4.16 9.02 0.065
H -0.84 1.44 -1.86 0.056
H -1.31 2.97 -6.39 0.091
H 1.41 -1.99 0.87 0.076
H 3.56 5.60 -3.16 0.101
H 1.16 0.49 0.48 0.123
H 3.18 1.36 5.39 0.099
H -4.55 -1.67 7.77 0.099
H -1.78 -4.98 -2.85 0.102
H 0.36 0.65 8.37 0.073
H 6.26 0.50 3.53 0.088
H -4.69 -4.05 -2.76 0.101
H -3.85 -8.14 -3.70 0.069
H -3.07 -0.78 8.05 0.102
H -4.80 5.78 -5.57 0.057
H -5.06 -5.11 6.14 0.104
H -0.55 1.62 6.26 0.102
H 5.81 3.12 -1.74 0.106
H 0.86 3.89 -7.12 0.100
H 2.51 -0.70 6.63 0.102
H 2.14 -1.51 5.12 0.110
H -2.36 -3.37 -2.47 0.063
H 2.37 2.19 -6.18 0.073
H 3.63 4.69 -0.53 0.101
H -2.65 -4.78 6.57 0.109
H 5.44 2.29 4.31 0.031
H 4.83 5.92 -1.16 0.109
H 0.89 2.27 -5.21 0.052
H -1.23 -0.38 -9.05 0.104
H -4.20 -5.77 8.39 0.075
H 3.61 2.16 -1.33 0.086
H -3.24 -6.88 -4.77 0.075
H -5.44 -3.50 6.73 0.098
H 0.24 0.57 -8.95 0.098
H 2.73 0.22 -0.37 0.117
H 2.78 -2.29 -0.30 0.080
H -4.61 -6.45 -2.07 0.098
H -2.40 1.46 -10.25 0.075
H 1.82 1.08 3.29 0.069
H -2.67 -0.60 5.60 0.064
H 6.93 3.98 1.67 0.113
H 4.54 4.05 -3.44 0.113
H -2.83 -5.86 -0.76 0.099
H -3.30 -3.61 5.44 0.100
H 1.12 -3.19 -0.46 0.067
H -1.64 -4.61 -0.46 0.091
H -5.35 -6.20 -3.63 0.104
H 5.15 2.03 0.23 0.107
H -0.94 0.93 -11.10 0.069
H 6.70 0.44 1.89 0.089
H 2.77 -0.36 2.89 0.071
H -1.73 -2.56 7.00 0.098
H 1.15 0.93 -6.34 0.069
H -4.68 -4.17 -0.44 0.067
H 1.06 2.12 5.77 0.100
H 4.53 3.53 1.05 0.119
H -2.47 -7.16 -3.20 0.065
H 0.09 -0.76 6.21 0.095
H 4.13 -0.05 4.96 0.095
```

Kohn-Sham gap, eV: 7.74
E_HOMO, eV: -8.600
Total energy, eV: -122307.8303
M, u: 733.03